Below is a cluster of 2 separate species, C4H12 in total, with properties calculated with ωB97M-V/def2-TZVPD.

Structure (XYZ):
```
16
Properties=species:S:1:pos:R:3:lowdin_spin:R:1
C 0.087 1.727 1.221 0.1909
C -1.097 1.346 2.087 0.1174
H 0.070 1.586 0.121 0.0412
H 0.522 2.735 1.387 0.0266
H 1.048 1.134 1.575 0.0423
H -0.956 1.731 3.156 0.0133
H -1.165 0.220 2.067 0.0227
H -2.155 1.490 1.658 0.0250
C 0.316 -1.380 -0.872 0.1831
C 0.491 -1.567 -2.384 0.1723
H 0.903 -2.232 -0.410 0.0319
H 0.836 -0.474 -0.505 0.0244
H -0.719 -1.475 -0.506 0.0372
H 1.578 -1.734 -2.742 0.0226
H -0.102 -2.407 -2.813 0.0184
H 0.344 -0.699 -3.041 0.0306
```

Results
- Frontier orbital gap (spin up / spin down): 2.7 / 11.7 eV
- Charge: -1
- Multiplicity: 2
- <S²>: 0.75
- Energy relative to the best compared isomer or geometry (same formula, charge and spin): 0.9393 eV